[1]
Formula: C18H30FeN3O
Source: OMol25
Level of theory: wB97M-V/def2-TZVPD

Values from the calculation:
Spin multiplicity: 6
⟨S²⟩: 8.7844
HOMO-LUMO gap (spin up / spin down) (eV): 8.93 / 6.18
DFT total energy (Eh): -2206.448566
Lowest unoccupied orbital energy (spin up / spin down) (eV): -5.987 / -9.258
Charge: +2
E_HOMO (spin up / spin down) (eV): -14.915 / -15.438

Last column: Löwdin charge in e.
Atoms and positions in Å:
C: 1.27291 2.04197 -1.09725  -0.208
H: 2.21651 2.52411 -0.79580  0.112
H: 1.55242 1.49407 -1.99234  0.079
H: 1.36914 1.34845 0.32534  0.124
C: 0.28410 3.17619 -1.28890  -0.294
H: -0.65848 2.79260 -1.69121  0.095
H: 0.03950 3.62305 -0.31761  0.121
C: 0.82320 4.26977 -2.21795  -0.071
H: 0.04797 5.01156 -2.43723  0.093
H: 1.67008 4.79146 -1.75494  0.094
H: 1.17001 3.84983 -3.17086  0.088
C: -0.71165 -1.82267 -0.29766  -0.192
C: -1.36286 -0.95474 -1.22370  -0.206
C: -0.39628 -0.54230 -2.20812  -0.213
C: 0.86726 -1.17355 -1.87178  -0.247
C: 0.65119 -1.96872 -0.68890  -0.179
C: 1.61264 -2.93917 -0.11886  0.014
C: 2.08386 -1.20627 -2.72758  0.000
C: -0.69547 0.17382 -3.47932  0.016
C: -2.82796 -0.71054 -1.28839  -0.015
C: -1.38903 -2.62040 0.75477  0.016
Fe: 0.53590 0.49288 -0.37624  0.849
H: 2.95892 -1.47273 -2.13363  0.093
H: 1.98826 -1.94340 -3.53354  0.119
H: 2.26216 -0.23369 -3.19018  0.085
H: 2.62328 -2.73837 -0.48289  0.095
H: 1.63288 -2.86933 0.97293  0.085
H: 1.35333 -3.97140 -0.39310  0.127
H: -2.26236 -2.09841 1.16661  0.093
H: -1.74619 -3.58185 0.35064  0.126
H: -0.70740 -2.85417 1.58269  0.096
H: -3.06277 0.12661 -1.95644  0.088
H: -3.36224 -1.59357 -1.67089  0.119
H: -3.23414 -0.47796 -0.29635  0.071
H: 0.12527 0.84144 -3.75826  0.092
H: -0.83856 -0.52921 -4.31107  0.129
H: -1.60654 0.77010 -3.38874  0.089
C: 1.59292 -0.90483 4.60292  0.021
N: 0.54339 -0.33528 3.76675  -0.035
C: -0.67805 -0.02327 4.27957  0.027
C: -1.64739 0.48173 3.45729  0.022
C: -1.33301 0.69636 2.09946  -0.338
N: -0.13023 0.37540 1.58606  0.078
C: 0.81414 -0.22799 2.41373  -0.462
O: 1.89474 -0.66283 1.97824  0.053
N: -2.26722 1.19740 1.25914  0.189
H: 1.26408 -0.83891 5.64092  0.105
H: 2.52339 -0.34645 4.46632  0.115
H: 1.77054 -1.95250 4.33568  0.113
H: -0.78528 -0.20284 5.34936  0.156
H: -2.63729 0.73783 3.82741  0.132
H: -3.16976 1.47216 1.62507  0.138
H: -2.03381 1.50856 0.31882  0.106

Cartesian forces, eV/Å:
2.71 2.88 1.24
-0.14 -0.19 -0.23
-0.08 -0.45 -0.51
2.10 2.76 0.30
-0.93 0.06 0.15
-0.16 0.03 -0.11
0.11 -0.11 -0.08
0.26 -0.03 -0.18
0.12 -0.20 0.09
-0.18 -0.15 -0.07
-0.10 0.09 0.17
-1.72 0.30 -0.68
0.54 -0.37 0.62
-0.31 -1.24 -0.26
-0.18 -0.28 1.07
1.01 0.05 -1.61
0.35 0.21 0.23
0.23 0.16 -0.05
0.07 0.38 0.26
-0.44 0.29 0.07
0.00 0.14 0.47
-2.73 -4.49 -0.58
0.01 0.07 -0.16
-0.06 0.09 0.13
0.11 -0.10 -0.09
-0.15 -0.13 0.09
-0.03 -0.10 -0.15
-0.09 0.20 -0.02
0.15 -0.12 -0.16
0.12 0.25 0.02
-0.11 -0.01 -0.19
-0.03 -0.20 0.15
0.21 0.20 0.08
0.00 -0.19 -0.32
-0.06 -0.11 -0.10
0.06 -0.01 0.20
0.10 -0.09 -0.10
0.41 -0.26 0.35
-0.63 0.09 -0.02
0.24 0.15 -0.77
-0.16 -0.10 0.69
-0.01 0.04 -0.60
-0.40 -0.38 1.14
1.11 -0.23 -0.43
-1.65 0.88 -0.26
0.27 0.12 0.14
0.13 -0.03 -0.13
-0.23 -0.11 0.03
-0.05 0.26 0.05
-0.20 0.13 -0.33
0.31 -0.07 0.02
0.22 0.04 -0.10
-0.13 -0.14 0.53

[2]
Formula: C18H30GaN2OSSi2
Source: OMol25
Level of theory: wB97M-V/def2-TZVPD

Values from the calculation:
Spin multiplicity: 1
HOMO-LUMO gap (eV): 7.52
DFT total energy (Eh): -3790.460279
Lowest unoccupied orbital energy (eV): -3.822
Charge: +1
E_HOMO (eV): -11.340

Last column: Löwdin charge in e.
Atoms and positions in Å:
Ga: 0.58445 0.26625 -0.19689  0.282
S: 1.79017 -1.01204 -1.63471  0.796
C: 3.19285 -1.17014 -0.59881  -0.635
C: 4.43822 -0.76683 -1.10925  -0.052
C: 5.63029 -0.97028 -0.34879  0.030
C: 5.45641 -1.39868 0.99813  -0.020
C: 4.21600 -1.75996 1.46476  -0.011
N: 3.09999 -1.59115 0.68445  0.099
H: 4.50835 -0.41561 -2.16864  0.130
H: 6.55685 -0.80552 -0.86255  0.116
H: 6.24192 -1.73467 1.65729  0.118
H: 4.04208 -2.13356 2.43289  0.128
O: 1.71740 1.32686 0.96359  -0.252
C: 1.74581 2.67641 0.52422  -0.238
C: 0.85997 2.96159 -0.68703  -0.232
C: 0.90535 4.22090 -1.25767  -0.010
C: 0.31283 4.37066 -2.48968  -0.022
C: -0.56104 3.37803 -2.99180  -0.027
C: -0.61908 2.16822 -2.33449  -0.083
N: 0.05393 1.99686 -1.16716  0.056
H: 2.17016 -1.83042 1.01470  0.154
H: 2.77228 3.04525 0.26270  0.132
H: 1.45185 3.40331 1.38979  0.161
H: 1.54437 4.97163 -0.76308  0.141
H: 0.36568 5.35671 -2.99159  0.130
H: -1.19631 3.56789 -3.88577  0.132
H: -1.28055 1.38881 -2.77584  0.106
C: -0.29838 -0.03037 3.46842  -0.192
Si: -1.58774 -0.73307 2.23278  0.500
C: -1.92608 -2.50178 2.86413  -0.176
C: -2.96791 0.53645 2.11101  -0.187
C: -0.96301 -0.99895 0.35557  -0.427
Si: -2.33048 -1.20186 -1.04261  0.453
C: -3.42703 0.34175 -1.23340  -0.209
C: -3.18936 -2.89364 -0.79482  -0.194
C: -1.56372 -1.44423 -2.79602  -0.205
H: -0.84071 0.54887 4.26362  0.045
H: 0.56320 0.55820 3.13379  0.003
H: 0.19996 -0.82566 4.06705  0.025
H: -2.73837 -2.51069 3.62297  0.046
H: -1.06456 -2.93515 3.32440  0.011
H: -2.18301 -3.21267 2.08801  0.008
H: -3.64268 0.42745 3.00355  0.052
H: -3.55903 0.22222 1.23985  -0.011
H: -2.61944 1.58705 2.13652  0.050
H: -0.45137 -1.95265 0.24139  -0.032
H: -3.03450 1.25544 -0.68798  0.044
H: -4.41714 0.03980 -0.78302  0.043
H: -3.60482 0.41781 -2.33872  0.042
H: -3.95891 -3.15214 -1.64659  0.077
H: -3.70960 -2.79860 0.18240  0.020
H: -2.41653 -3.67863 -0.74300  0.033
H: -1.09125 -0.52295 -3.18379  0.003
H: -2.37927 -1.81127 -3.40711  0.027
H: -0.79852 -2.24122 -2.80716  0.024

Cartesian forces, eV/Å:
-1.65 0.26 1.28
0.66 -0.45 -0.01
0.05 1.18 -0.55
1.80 -0.73 0.20
-2.94 0.10 0.03
0.02 -1.10 -0.63
-0.72 1.22 -1.58
1.10 -0.15 -0.46
-0.22 -0.38 1.22
0.51 0.12 0.36
0.50 0.55 -0.16
-0.11 -0.40 0.97
-0.74 0.19 -1.47
-0.18 0.44 1.29
-0.43 -0.05 0.67
0.94 -0.11 -0.33
-1.37 1.28 -0.18
0.31 0.36 -0.42
-0.76 0.49 -0.20
1.17 -0.60 -0.28
0.17 -0.14 0.19
-0.55 -0.62 0.03
0.13 -1.21 -1.32
-0.47 -0.27 -0.57
0.04 -0.81 0.20
0.82 -0.28 0.73
0.76 0.42 1.01
0.16 -0.34 1.06
1.41 -0.29 -0.97
-1.34 0.69 0.13
-0.73 -0.81 1.20
-0.17 1.28 0.28
1.32 -0.27 -0.33
-0.72 -0.68 0.47
-1.25 0.66 -0.62
0.81 0.08 1.11
0.36 -0.23 -0.80
-0.48 0.26 -0.36
-0.46 0.05 -0.44
0.42 -0.07 -0.39
0.79 0.03 0.48
-0.36 0.06 -0.33
0.52 0.10 -0.69
0.03 0.76 0.25
-0.16 -0.60 -0.51
0.19 -0.40 0.26
-0.55 -0.99 -1.05
0.78 0.67 -0.40
0.19 0.53 1.00
1.48 0.53 1.73
0.05 -0.57 -0.56
-0.37 0.25 0.01
-0.36 -0.54 -0.20
-0.16 0.27 -0.44
-0.23 0.31 0.07

[3]
Formula: C18H30N10O3S
Source: OMol25
Level of theory: wB97M-V/def2-TZVPD

Values from the calculation:
Spin multiplicity: 1
HOMO-LUMO gap (eV): 9.69
DFT total energy (Eh): -1875.151492
Lowest unoccupied orbital energy (eV): 0.491
Charge: 0
E_HOMO (eV): -9.200

Last column: Löwdin charge in e.
Atoms and positions in Å:
C: -3.31596 0.80498 -2.55613  0.103
C: -2.72564 -0.17731 -2.19572  -0.343
O: -2.03037 -1.26308 -1.94111  -0.207
S: -1.60681 -1.21047 -0.25594  0.963
O: -1.34599 -2.58883 0.05707  -0.359
O: -0.18937 -0.50498 -0.11381  -0.383
C: -0.24009 0.83540 0.42690  -0.177
C: -0.89549 1.01291 1.82369  -0.688
N: -0.31167 2.21987 2.43358  0.071
N: -0.59056 -0.06718 2.72786  0.106
N: -2.33776 1.30610 1.73582  0.080
H: -3.89133 1.70226 -2.58296  0.031
H: -0.74555 1.53078 -0.25041  0.121
H: 0.79113 1.17364 0.49358  0.110
H: -0.55847 3.00691 1.84199  0.074
H: 0.69601 2.12311 2.49048  0.074
H: -0.95209 -0.95825 2.39800  0.057
H: -1.08834 0.11146 3.59527  0.083
H: -2.85301 0.43014 1.68833  -0.003
H: -2.52546 1.76550 0.84779  0.054
C: 3.66949 -0.68038 -3.08426  -0.059
C: 2.48742 -0.39172 -2.28929  -0.207
N: 1.55095 -0.18651 -1.65434  0.186
H: 3.74325 -1.74560 -3.30533  0.082
H: 3.64685 -0.14628 -4.03272  0.088
H: 4.57888 -0.38543 -2.56472  0.033
C: 1.49746 -3.83889 -1.40008  -0.076
C: 2.78005 -4.49650 -1.20465  -0.286
N: 3.79740 -5.00781 -1.05457  0.115
H: 1.52695 -2.80295 -1.06379  0.052
H: 1.22220 -3.83683 -2.45460  0.088
H: 0.69908 -4.33752 -0.85345  0.078
C: 8.17418 -0.54024 -1.25268  -0.086
C: 7.21509 0.33254 -1.91197  -0.264
N: 6.45855 1.02545 -2.42952  0.127
H: 9.11019 -0.58543 -1.80481  0.080
H: 8.40004 -0.19080 -0.25303  0.030
H: 7.78410 -1.55471 -1.17081  0.088
C: -5.17331 1.03408 4.08643  -0.064
C: -4.57648 -0.09017 3.38989  -0.272
N: -4.12272 -0.94536 2.77404  0.149
H: -4.88218 1.98057 3.63066  0.083
H: -6.26116 0.98188 4.06618  0.072
H: -4.86765 1.06435 5.13134  0.084
C: -7.49189 1.40449 0.99225  -0.086
C: -6.26829 2.10113 0.63587  -0.283
N: -5.29905 2.64974 0.35479  0.138
H: -7.43845 0.35087 0.72546  0.079
H: -7.68249 1.46167 2.06401  0.066
H: -8.35324 1.82513 0.47844  0.074
C: -6.68054 -0.56911 -4.04790  -0.066
C: -7.48958 0.11956 -3.05551  -0.266
N: -8.12939 0.65981 -2.27058  0.138
H: -7.16036 -0.56498 -5.02539  0.083
H: -5.70286 -0.10018 -4.15199  0.065
H: -6.51669 -1.60799 -3.76543  0.086
C: 10.41171 1.32333 2.92246  -0.064
C: 10.41189 0.53026 1.70323  -0.249
N: 10.41210 -0.09596 0.74092  0.144
H: 9.55258 1.99172 2.95009  0.085
H: 10.36929 0.68213 3.80132  0.085
H: 11.31343 1.92969 2.98978  0.085

Cartesian forces, eV/Å:
-0.10 0.06 0.70
0.24 -0.16 -0.81
0.38 0.48 0.08
-0.65 -0.34 1.42
0.15 -0.10 -0.48
-1.40 -0.28 0.43
0.15 0.53 0.35
-0.09 0.72 0.42
-0.23 -0.31 -0.31
-0.19 -0.33 -0.14
0.21 -0.45 -0.39
0.03 -0.08 -0.26
0.03 -0.25 -0.20
0.09 -0.47 -0.16
0.17 0.18 0.23
-0.01 0.10 -0.08
0.15 0.02 -0.12
0.14 0.16 0.01
0.09 0.18 0.05
-0.22 0.17 0.15
0.32 -0.20 -0.24
-0.03 -0.08 0.03
1.11 0.40 -0.98
-0.15 -0.02 0.08
-0.11 0.09 0.06
-0.13 0.11 0.07
-0.37 0.18 -0.08
0.07 -0.03 0.03
-0.04 0.05 -0.03
0.10 -0.03 0.05
0.10 -0.05 -0.02
0.10 -0.07 0.08
-0.01 -0.30 -0.02
-0.03 0.05 -0.07
0.09 -0.06 0.06
-0.02 0.11 -0.04
-0.07 0.12 -0.02
-0.11 0.04 -0.08
-0.19 0.44 0.37
-0.14 0.07 -0.20
-0.06 -0.19 0.15
0.19 -0.14 -0.17
0.01 -0.19 -0.05
0.08 -0.12 -0.03
-0.43 -0.26 0.20
0.14 0.05 -0.08
-0.06 -0.08 0.04
0.15 0.02 -0.11
0.14 0.12 0.00
0.10 0.09 -0.14
0.27 -0.21 -0.31
-0.04 0.03 0.04
0.05 -0.02 0.01
-0.13 0.10 0.07
-0.03 0.08 0.13
-0.07 0.03 0.13
0.00 0.19 0.29
0.03 -0.06 -0.07
0.19 0.08 0.24
-0.03 -0.04 -0.10
0.00 -0.09 -0.07
0.03 -0.05 -0.10

[4]
Formula: C18H30N4O2S
Source: OMol25
Level of theory: wB97M-V/def2-TZVPD

Values from the calculation:
Spin multiplicity: 1
SMILES: CC(C)Cc1nnc(NC(=O)CCC(=O)NC2CCCCCCC2)s1
HOMO-LUMO gap (eV): 9.82
DFT total energy (Eh): -1471.626752
Lowest unoccupied orbital energy (eV): 0.596
Charge: 0
E_HOMO (eV): -9.223

Last column: Löwdin charge in e.
Atoms and positions in Å:
C: 2.42718 -4.28919 2.05105  -0.068
H: 2.98461 -3.35600 2.08844  0.072
H: 2.39286 -4.70872 3.05372  0.079
H: 2.96528 -4.97951 1.40529  0.086
C: 1.01560 -4.05828 1.52041  -0.449
C: 0.23665 -5.36886 1.47394  -0.078
H: 0.72114 -6.07354 0.80165  0.082
H: -0.78003 -5.20258 1.12496  0.075
H: 0.19003 -5.81615 2.46383  0.077
H: 0.49503 -3.36240 2.18893  0.118
C: 1.06614 -3.42892 0.11918  -0.179
C: 1.69688 -2.09046 0.13118  -0.583
N: 2.72184 -1.75727 -0.56438  0.006
N: 3.11302 -0.49778 -0.40606  0.013
C: 2.37602 0.15594 0.42652  -0.579
N: 2.57258 1.47868 0.72753  0.129
C: 1.72322 2.18253 1.53368  -0.486
O: 0.77604 1.64438 2.06890  -0.008
C: 2.04503 3.65144 1.67668  -0.082
C: 0.77111 4.48165 1.45858  -0.083
H: 1.01571 5.54131 1.52408  0.124
C: 0.24211 4.18174 0.05683  -0.508
O: 0.67131 4.74178 -0.93134  0.064
N: -0.70789 3.22922 0.02570  0.103
H: -0.91752 2.71985 0.87187  0.126
C: -1.20636 2.64898 -1.21076  -0.296
H: -1.07563 3.42167 -1.97689  0.151
C: -2.70473 2.36083 -1.05788  -0.147
C: -3.08214 1.13687 -0.21408  -0.182
C: -3.25785 -0.18476 -0.97873  -0.189
H: -3.66871 0.01124 -1.97028  0.113
C: -2.00213 -1.05557 -1.09852  -0.219
H: -2.30808 -2.10558 -1.09145  0.105
H: -1.38897 -0.90824 -0.20744  0.059
C: -1.16214 -0.84822 -2.36333  -0.197
H: -0.21262 -1.37400 -2.22815  0.102
C: -0.87468 0.60600 -2.73855  -0.174
C: -0.33722 1.43693 -1.56920  -0.134
H: -0.25054 0.81087 -0.68271  0.064
H: 0.66344 1.80973 -1.79871  0.121
H: -1.78201 1.06333 -3.12893  0.100
H: -0.14979 0.60394 -3.55437  0.112
H: -1.67418 -1.31804 -3.20682  0.111
H: -4.00524 -0.76894 -0.43617  0.105
H: -2.35853 0.99400 0.59070  0.107
H: -4.03992 1.36190 0.26145  0.107
H: -3.15898 2.26928 -2.04493  0.107
H: -3.14008 3.25140 -0.59708  0.115
H: 0.02937 4.22861 2.21556  0.117
H: 2.80698 3.95182 0.95703  0.121
H: 2.42426 3.82348 2.68706  0.131
H: 3.33944 1.92754 0.24635  0.161
S: 1.07851 -0.77451 1.13126  1.139
H: 0.04735 -3.33423 -0.26668  0.108
H: 1.63726 -4.06517 -0.55892  0.130

Cartesian forces, eV/Å:
-0.24 0.18 0.04
0.13 0.06 0.03
0.04 -0.05 0.10
0.09 -0.10 -0.08
0.09 -0.23 -0.16
0.02 0.29 0.10
0.05 -0.12 -0.09
-0.13 -0.04 -0.05
-0.03 -0.11 0.08
0.00 -0.04 -0.01
-0.20 -0.14 0.28
-0.44 0.59 0.47
-0.02 -1.45 -0.54
0.60 1.66 0.13
-0.77 -0.81 0.34
0.22 0.27 -0.06
0.53 0.26 -0.14
-0.23 0.08 0.32
-0.24 0.12 0.11
0.12 -0.07 -0.24
-0.07 -0.05 -0.03
-0.14 0.20 0.64
0.29 0.18 -0.35
-0.37 -0.24 -0.02
0.15 0.14 0.04
0.04 0.05 -0.22
-0.04 -0.12 0.10
0.12 0.05 0.08
-0.23 0.13 -0.28
0.16 -0.15 0.29
-0.12 0.02 -0.07
-0.08 -0.05 -0.25
0.05 -0.02 0.07
0.00 -0.03 0.04
-0.05 0.08 0.06
0.04 -0.05 -0.07
0.17 -0.14 0.09
-0.15 0.20 -0.20
0.04 -0.01 0.08
0.03 -0.01 0.10
-0.07 0.04 -0.10
-0.08 0.06 -0.06
0.04 -0.09 -0.01
-0.04 0.02 -0.08
0.03 -0.06 0.18
0.07 0.00 0.07
-0.05 0.01 -0.02
0.00 0.02 -0.10
0.04 0.02 0.03
0.03 0.01 0.04
0.05 -0.06 -0.06
-0.11 0.04 0.06
0.70 -0.43 -0.54
-0.03 -0.06 -0.08
-0.02 0.01 -0.04